# 1
{
  "formula": "C12H36O6",
  "method": "ωB97M-V with the def2-TZVPD basis set",
  "elements": ["C", "C", "O", "H", "H", "H", "H", "H", "H", "C", "C", "O", "H", "H", "H", "H", "H", "H", "C", "C", "O", "H", "H", "H", "H", "H", "H", "C", "C", "O", "H", "H", "H", "H", "H", "H", "C", "C", "O", "H", "H", "H", "H", "H", "H", "C", "C", "O", "H", "H", "H", "H", "H", "H"],
  "positions_angstrom": [[-1.4547, 0.5215, 3.4500], [-1.6673, -0.6131, 4.3810], [-0.7610, -1.6355, 4.1028], [-2.0189, 1.3677, 3.8421], [-1.7901, 0.2539, 2.4480], [-0.4071, 0.8026, 3.3419], [-2.6462, -1.0705, 4.5245], [-1.3390, -0.2741, 5.3636], [0.1473, -1.3267, 4.0651], [4.4552, 3.0283, 1.9374], [4.2345, 2.0385, 0.8579], [5.5460, 1.6374, 0.4508], [5.0195, 2.6256, 2.7785], [3.5552, 3.3428, 2.4659], [4.9868, 3.9415, 1.6698], [3.6187, 2.4937, 0.0822], [3.6339, 1.2496, 1.3107], [6.0103, 2.3486, 0.0032], [-0.6499, 3.8762, -2.2858], [-2.1485, 3.5600, -2.2864], [-2.3845, 2.1538, -1.8875], [0.0622, 3.2619, -2.8368], [-0.2903, 3.9872, -1.2628], [-0.5982, 4.8897, -2.6836], [-2.5363, 3.7150, -3.2932], [-2.6779, 4.2602, -1.6403], [-3.3085, 1.8939, -1.9057], [2.3609, -2.6164, -3.6251], [1.8232, -3.1639, -4.9017], [2.0920, -4.5819, -4.8763], [2.1474, -1.5508, -3.5412], [3.4196, -2.8663, -3.5550], [1.9647, -3.1896, -2.7869], [2.2690, -2.6601, -5.7593], [0.7553, -2.9628, -4.9870], [3.0358, -4.7080, -4.9986], [-4.8434, -3.0507, 2.1236], [-3.7265, -2.0918, 1.7538], [-3.6965, -1.5793, 0.4713], [-5.7440, -2.4540, 2.2679], [-4.7410, -3.6451, 3.0314], [-4.9336, -3.7699, 1.3094], [-2.7766, -2.6083, 1.8910], [-3.5958, -1.2485, 2.4320], [-2.7978, -1.7507, 0.1804], [0.6128, 0.0471, 0.4725], [0.3642, -0.5784, -0.8665], [-0.8941, -0.4956, -1.3297], [1.6483, 0.0967, 0.8095], [0.0831, -0.6474, 1.1245], [0.0812, 0.9986, 0.4824], [0.7437, -1.5935, -0.9834], [0.9551, -0.0554, -1.6184], [-1.1981, 0.3962, -1.5136]],
  "total_charge": 0,
  "e_above_lowest_kcal_mol": 82.68,
  "spin_multiplicity": 1,
  "gap_ha": 0.379,
  "lumo_ha": 0.0196,
  "homo_ev": -9.78
}

***

# 2
{
  "formula": "C12H37IN12O9",
  "method": "ωB97M-V with the def2-TZVPD basis set",
  "elements": ["C", "C", "O", "C", "O", "C", "C", "I", "O", "C", "H", "H", "H", "H", "H", "H", "H", "H", "H", "H", "H", "H", "H", "N", "C", "N", "O", "H", "H", "H", "H", "N", "C", "N", "O", "H", "H", "H", "H", "N", "C", "N", "O", "H", "H", "H", "H", "N", "C", "N", "O", "H", "H", "H", "H", "N", "C", "N", "O", "H", "H", "H", "H", "N", "C", "N", "O", "H", "H", "H", "H"],
  "positions_angstrom": [[-0.8736, -0.2333, 3.4408], [-1.9714, 0.7295, 3.8093], [-2.0758, 1.7263, 2.7842], [-2.8066, 2.8807, 3.1027], [-2.1690, 3.9964, 2.5969], [-0.9690, 4.3064, 3.2825], [-4.1787, 2.7487, 2.4321], [-5.2288, 4.6807, 2.3511], [-4.9880, 1.7813, 2.9782], [-5.3236, 1.8800, 4.3568], [0.1076, 0.2418, 3.4486], [-0.8638, -1.0487, 4.1645], [-1.0376, -0.6386, 2.4411], [-2.9346, 0.2161, 3.9153], [-1.7602, 1.2333, 4.7641], [-2.9167, 2.9417, 4.2006], [-1.1687, 4.4945, 4.3457], [-0.2342, 3.5012, 3.1960], [-0.5730, 5.2145, 2.8316], [-4.0345, 2.4846, 1.3876], [-5.6723, 2.8918, 4.5898], [-4.4799, 1.6304, 5.0047], [-6.1291, 1.1678, 4.5180], [0.0739, -3.9409, 6.3234], [0.0035, -2.6720, 6.8266], [0.9191, -2.3761, 7.7989], [-0.8174, -1.8615, 6.4367], [0.7686, -4.6062, 6.6024], [-0.5559, -4.1688, 5.5773], [0.9098, -1.4423, 8.1633], [1.6216, -3.0194, 8.1084], [-6.8051, 5.9474, -1.1386], [-6.1596, 5.7832, -2.3319], [-4.8988, 5.2586, -2.2275], [-6.6602, 6.0782, -3.4025], [-6.3762, 5.6990, -0.2666], [-7.7333, 6.3242, -1.1588], [-4.3896, 5.1162, -3.0789], [-4.4819, 5.0074, -1.3504], [2.1236, -2.6545, 0.3855], [2.1209, -1.5263, 1.1514], [2.3763, -0.3871, 0.4357], [1.9133, -1.5219, 2.3570], [2.2222, -2.5499, -0.6150], [1.8172, -3.5072, 0.8118], [2.3099, 0.4814, 0.9311], [2.3373, -0.4027, -0.5722], [1.1585, -3.1089, -3.8221], [1.9892, -2.0877, -3.4774], [2.7921, -1.6406, -4.4657], [1.9961, -1.6096, -2.3374], [1.1934, -3.5013, -4.7484], [0.5645, -3.4876, -3.1098], [3.4835, -0.9419, -4.2589], [2.8853, -2.1715, -5.3171], [6.6117, -1.3511, -2.9702], [6.4601, -0.5753, -4.0810], [7.2957, 0.5000, -4.1733], [5.6230, -0.8267, -4.9353], [7.2689, -1.1506, -2.2409], [5.9814, -2.1252, -2.8661], [7.1938, 1.0920, -4.9760], [7.9790, 0.7274, -3.4766], [1.6719, -5.2619, -8.0831], [2.4559, -4.2496, -7.6228], [3.2548, -3.6442, -8.5417], [2.4493, -3.9037, -6.4462], [1.6701, -5.5631, -9.0388], [1.0864, -5.7334, -7.4193], [3.8573, -2.9101, -8.2158], [3.2859, -3.9132, -9.5065]],
  "total_charge": 0,
  "spin_multiplicity": 1,
  "gap_ha": 0.342,
  "lumo_ha": 0.0121,
  "homo_ev": -8.98
}

***

# 3
{
  "formula": "C12H37O7V",
  "method": "ωB97M-V with the def2-TZVPD basis set",
  "elements": ["V", "O", "H", "C", "C", "O", "H", "H", "H", "H", "H", "H", "C", "C", "O", "H", "H", "H", "H", "H", "H", "C", "C", "O", "H", "H", "H", "H", "H", "H", "C", "C", "O", "H", "H", "H", "H", "H", "H", "C", "C", "O", "H", "H", "H", "H", "H", "H", "C", "C", "O", "H", "H", "H", "H", "H", "H"],
  "positions_angstrom": [[-13.6102, 16.1752, 7.4205], [-12.8579, 16.1075, 9.3881], [-12.4792, 16.2001, 10.2840], [-10.2211, 19.3169, 6.5607], [-11.0323, 18.1441, 6.0537], [-11.5026, 17.2816, 7.1933], [-10.8157, 20.0179, 7.1466], [-9.9257, 19.8597, 5.6628], [-9.3635, 19.0407, 7.1741], [-10.5156, 17.5096, 5.3336], [-11.9262, 18.4920, 5.5361], [-10.8831, 17.4224, 7.9130], [-7.7994, 18.4019, 9.3464], [-8.7171, 17.4060, 9.9719], [-9.7551, 17.0712, 9.1078], [-8.3866, 19.3186, 9.4012], [-7.4350, 18.1269, 8.3566], [-6.9018, 18.4778, 9.9602], [-9.2365, 17.8723, 10.8091], [-8.2671, 16.5427, 10.4621], [-10.0432, 16.1729, 9.2859], [-11.5650, 12.0518, 10.6417], [-10.9580, 13.4409, 10.7403], [-10.9926, 14.1411, 9.4606], [-12.6526, 12.1244, 10.6523], [-11.3067, 11.5254, 11.5606], [-11.2210, 11.5159, 9.7571], [-9.9413, 13.2548, 11.0862], [-11.3925, 14.0106, 11.5618], [-11.6029, 14.8742, 9.5686], [-15.7054, 17.7095, 12.4238], [-14.5149, 16.7299, 12.5129], [-14.5493, 15.7801, 11.4536], [-16.6521, 17.2167, 12.6451], [-15.6060, 18.1729, 11.4422], [-15.5422, 18.4455, 13.2110], [-14.4646, 16.3512, 13.5338], [-13.5337, 17.1858, 12.3805], [-13.9402, 16.0836, 10.7765], [-12.3527, 20.5675, 11.3927], [-11.9017, 19.2792, 10.6885], [-12.9451, 18.7940, 9.9110], [-11.6902, 20.8591, 12.2077], [-13.3616, 20.4823, 11.7967], [-12.6492, 21.3357, 10.6786], [-11.7442, 18.4863, 11.4197], [-11.0703, 19.4842, 10.0140], [-12.8337, 17.8406, 9.9013], [-11.2389, 14.1580, 5.0153], [-11.9730, 13.4790, 6.1454], [-12.4976, 14.3179, 7.0810], [-11.7953, 14.9476, 4.5101], [-10.9362, 13.3935, 4.2998], [-10.3763, 14.6370, 5.4785], [-11.2428, 12.8091, 6.5994], [-12.7586, 12.8175, 5.7801], [-12.2584, 14.0030, 7.9558]],
  "total_charge": 0,
  "e_above_lowest_kcal_mol": 12.19,
  "spin_multiplicity": 5,
  "gap_ha": [0.218, 0.373],
  "s_squared": 6.002,
  "lumo_ha": [0.0225, 0.0207],
  "homo_ev": [-5.32, -9.59]
}

***

# 4
{
  "formula": "C12H38B2Co2N2O4",
  "method": "ωB97M-V with the def2-TZVPD basis set",
  "elements": ["Co", "Co", "B", "H", "H", "H", "H", "B", "H", "H", "H", "H", "C", "O", "C", "C", "N", "C", "C", "O", "C", "H", "H", "H", "H", "H", "H", "H", "H", "H", "H", "H", "H", "H", "H", "H", "C", "O", "C", "C", "N", "C", "C", "O", "C", "H", "H", "H", "H", "H", "H", "H", "H", "H", "H", "H", "H", "H", "H", "H"],
  "positions_angstrom": [[9.6958, -12.7734, 5.7668], [13.7516, -14.1824, 4.4576], [7.9218, -11.8646, 5.1883], [7.9379, -12.1383, 6.2939], [6.9428, -11.3513, 4.8799], [8.7868, -11.0788, 5.0896], [8.2062, -12.7295, 4.5050], [11.6658, -12.8418, 4.7822], [11.5258, -13.2348, 5.8473], [11.2235, -13.6975, 4.1321], [11.0783, -11.8876, 4.6272], [12.7731, -12.6459, 4.5833], [8.7974, -15.4933, 4.3421], [9.3707, -14.8514, 5.4857], [9.3069, -15.6405, 6.6772], [10.1538, -14.8954, 7.6777], [9.7555, -13.4668, 7.7846], [10.7661, -12.7422, 8.5973], [10.3183, -11.2672, 8.4966], [10.3972, -10.9591, 7.1113], [11.4991, -10.2080, 6.7001], [9.5015, -16.2508, 3.9716], [8.6253, -14.7835, 3.5431], [7.9498, -16.1359, 4.5829], [9.5828, -16.6900, 6.5767], [8.2784, -15.6249, 7.0559], [11.2202, -14.9863, 7.4533], [10.0831, -15.3518, 8.6721], [8.8894, -13.4819, 8.3178], [11.7940, -12.8502, 8.2586], [10.7490, -13.0802, 9.6378], [11.1331, -10.7796, 9.0428], [9.3351, -11.0205, 8.8822], [11.3909, -9.8701, 5.6709], [12.4885, -10.6704, 6.8404], [11.5354, -9.2931, 7.3092], [12.4709, -13.2459, 1.5864], [13.5528, -13.7071, 2.4271], [14.3556, -14.5704, 1.5933], [15.7307, -14.8771, 2.2466], [15.5704, -15.0111, 3.7253], [16.6599, -14.2201, 4.3890], [16.3681, -12.7434, 4.3556], [14.9947, -12.3683, 4.4634], [14.8107, -10.9800, 4.5496], [12.8674, -12.7439, 0.7098], [11.7067, -12.6881, 2.1207], [11.8886, -14.1180, 1.2656], [14.5976, -14.1366, 0.6256], [13.8277, -15.5195, 1.4841], [16.3562, -14.0274, 1.9859], [16.1265, -15.8126, 1.8577], [15.7028, -16.0141, 3.8207], [17.6032, -14.4923, 3.9163], [16.6857, -14.6527, 5.3949], [16.7596, -12.2301, 3.4710], [16.9294, -12.2938, 5.1825], [15.3930, -10.5441, 5.3704], [13.7660, -10.7333, 4.7204], [15.1160, -10.3551, 3.7020]],
  "total_charge": 2,
  "e_above_lowest_kcal_mol": 0.00,
  "spin_multiplicity": 7,
  "gap_ha": [0.277, 0.230],
  "s_squared": 12.014,
  "lumo_ha": [-0.2628, -0.2962],
  "homo_ev": [-14.70, -14.31]
}

***

Number 1: total energy -25309.616 eV, molar mass 276.41 g/mol. Number 2: total energy -57459.257 eV, molar mass 620.41 g/mol. Number 3: total energy -53059.843 eV, molar mass 344.36 g/mol. Number 4: total energy -100816.437 eV, molar mass 413.94 g/mol.